C82H186F6N6NiO30 | ωB97M-V with the def2-TZVPD basis set

Calculated values
frontier orbital gap	7.81	eV
largest force on an atom	6.2	eV Å⁻¹
molar mass	1909.08	g mol⁻¹
2S+1	3
energy	-215747.1277	eV
highest occupied orbital energy	-0.28101	Ha
LUMO energy	0.2	eV
<S²>	2.0030
charge	0

CARTESIAN COORDINATES (ANGSTROEM)
Ni (-3.738, 0.457, -2.145)
C (-3.402, -2.783, -3.093)
O (-4.399, -3.192, -4.113)
O (-3.953, -1.605, -2.489)
C (-2.913, -3.952, -2.156)
F (-1.970, -4.569, -2.751)
F (-2.426, -3.648, -0.906)
F (-3.914, -4.799, -1.954)
C (-4.099, -4.301, -4.951)
C (-5.453, -4.615, -5.515)
H (-5.944, -3.695, -5.834)
H (-5.443, -5.293, -6.368)
H (-6.227, -5.011, -4.858)
H (-3.671, -5.193, -4.493)
H (-3.417, -3.870, -5.684)
H (-2.587, -2.457, -3.739)
C (-0.489, 1.059, -1.351)
O (-0.771, 0.226, -0.217)
O (-1.606, 0.850, -2.244)
C (-0.197, 2.430, -0.702)
F (-1.030, 2.747, 0.223)
F (0.996, 2.442, -0.101)
F (-0.195, 3.501, -1.451)
C (-0.318, -1.159, -0.190)
C (-0.637, -1.718, 1.203)
H (-0.144, -1.096, 1.951)
H (-1.679, -1.694, 1.522)
H (-0.435, -2.777, 1.361)
H (0.756, -1.325, -0.279)
H (-0.912, -1.743, -0.894)
H (0.426, 0.852, -1.907)
C (3.405, -5.193, -4.084)
C (3.453, -4.036, -3.029)
C (2.007, -3.568, -2.914)
C (1.178, -4.226, -1.794)
C (1.926, -4.445, -0.479)
C (3.327, -5.169, -0.670)
N (4.095, -4.375, -1.699)
O (5.373, -4.937, -1.928)
C (4.077, -5.070, 0.686)
C (3.171, -6.655, -1.043)
C (4.316, -2.963, -3.771)
H (2.666, -5.986, -3.969)
H (4.368, -5.689, -4.207)
H (3.288, -4.768, -5.081)
H (1.973, -2.500, -2.698)
H (1.477, -3.676, -3.860)
H (0.913, -5.200, -2.204)
H (0.226, -3.697, -1.759)
H (1.310, -5.011, 0.219)
H (2.043, -3.441, -0.072)
H (4.068, -4.110, 1.202)
H (3.663, -5.723, 1.454)
H (5.074, -5.509, 0.636)
H (4.151, -7.126, -1.111)
H (2.550, -7.156, -0.301)
H (2.595, -6.807, -1.956)
H (4.234, -1.963, -3.345)
H (4.064, -2.821, -4.822)
H (5.388, -3.119, -3.889)
H (5.235, -5.707, -2.484)
C (-0.429, 1.888, 8.285)
C (0.315, 0.953, 7.283)
C (1.432, 0.292, 8.122)
C (2.088, -0.974, 7.591)
C (1.039, -2.028, 7.308)
C (-0.154, -1.520, 6.410)
N (-0.620, -0.183, 6.882)
O (-1.680, 0.345, 6.141)
C (0.301, -1.447, 4.916)
C (-1.298, -2.580, 6.519)
C (0.977, 1.619, 6.076)
H (0.252, 2.682, 8.591)
H (-0.704, 1.285, 9.150)
H (-1.212, 2.407, 7.732)
H (2.233, 0.976, 8.401)
H (0.942, -0.133, 8.998)
H (2.933, -1.208, 8.238)
H (2.565, -0.739, 6.640)
H (0.741, -2.528, 8.230)
H (1.502, -2.838, 6.744)
H (-0.469, -1.123, 4.215)
H (1.156, -0.798, 4.726)
H (0.594, -2.449, 4.603)
H (-1.764, -2.541, 7.503)
H (-2.091, -2.367, 5.802)
H (-0.969, -3.616, 6.442)
H (0.256, 2.032, 5.370)
H (1.716, 0.943, 5.646)
H (1.549, 2.391, 6.591)
H (-2.422, 0.348, 6.749)
C (0.398, -9.893, 5.565)
C (-0.152, -8.449, 5.808)
C (0.997, -7.653, 6.514)
C (0.749, -6.084, 6.367)
C (0.881, -5.677, 4.904)
C (-0.125, -6.369, 3.981)
N (-0.217, -7.846, 4.381)
O (-1.022, -8.585, 3.443)
C (-1.487, -5.746, 4.046)
C (0.457, -6.202, 2.568)
C (-1.478, -8.561, 6.553)
H (1.275, -10.010, 4.930)
H (-0.393, -10.504, 5.130)
H (0.783, -10.335, 6.484)
H (1.117, -7.837, 7.581)
H (1.946, -7.874, 6.025)
H (1.478, -5.567, 6.992)
H (-0.201, -5.775, 6.803)
H (1.934, -5.772, 4.638)
H (0.691, -4.604, 4.936)
H (-1.920, -6.074, 4.992)
H (-1.319, -4.690, 3.836)
H (-2.099, -6.076, 3.207)
H (-0.214, -6.497, 1.761)
H (0.688, -5.158, 2.357)
H (1.412, -6.720, 2.478)
H (-2.242, -9.271, 6.236)
H (-1.914, -7.562, 6.575)
H (-1.303, -8.693, 7.621)
H (-0.483, -8.661, 2.653)
C (7.715, 1.357, 2.187)
C (6.544, 0.663, 2.937)
C (5.770, 1.861, 3.564)
C (4.384, 1.571, 4.063)
C (3.578, 0.957, 2.934)
C (4.222, -0.307, 2.327)
N (5.629, -0.023, 1.948)
O (6.267, -1.189, 1.388)
C (4.017, -1.444, 3.342)
C (3.478, -0.512, 0.998)
C (7.124, -0.112, 4.097)
H (8.325, 1.924, 2.890)
H (7.474, 1.932, 1.292)
H (8.402, 0.572, 1.871)
H (6.336, 2.433, 4.298)
H (5.665, 2.686, 2.860)
H (3.880, 2.386, 4.583)
H (4.426, 0.869, 4.896)
H (3.407, 1.767, 2.225)
H (2.570, 0.776, 3.308)
H (3.032, -1.907, 3.282)
H (4.814, -2.165, 3.159)
H (4.022, -1.155, 4.393)
H (3.544, 0.404, 0.410)
H (3.958, -1.223, 0.325)
H (2.482, -0.929, 1.143)
H (6.277, -0.566, 4.611)
H (7.750, 0.571, 4.671)
H (7.854, -0.851, 3.767)
H (6.276, -1.084, 0.434)
C (5.990, 4.513, -5.117)
C (5.180, 4.953, -3.855)
C (3.636, 4.674, -3.979)
C (3.275, 3.173, -3.773)
C (3.857, 2.558, -2.510)
C (5.399, 3.030, -2.150)
N (5.607, 4.404, -2.466)
O (6.849, 4.953, -2.113)
C (5.502, 2.816, -0.649)
C (6.287, 1.969, -2.882)
C (5.248, 6.518, -3.798)
H (5.400, 4.678, -6.018)
H (6.391, 3.502, -5.187)
H (6.877, 5.139, -5.209)
H (3.006, 5.210, -3.270)
H (3.196, 4.936, -4.941)
H (3.617, 2.679, -4.683)
H (2.186, 3.123, -3.784)
H (3.798, 1.496, -2.744)
H (3.223, 2.710, -1.636)
H (6.537, 2.669, -0.341)
H (5.036, 3.650, -0.123)
H (5.156, 1.819, -0.375)
H (5.952, 1.745, -3.895)
H (7.287, 2.401, -2.891)
H (6.303, 1.006, -2.372)
H (4.648, 6.924, -2.984)
H (4.814, 6.979, -4.684)
H (6.299, 6.807, -3.784)
H (6.591, 5.461, -1.340)
C (-5.028, 9.505, -1.504)
C (-3.717, 8.806, -1.041)
C (-4.243, 7.870, 0.155)
C (-3.166, 6.818, 0.555)
C (-2.921, 5.958, -0.717)
C (-2.355, 6.711, -1.932)
N (-3.190, 7.948, -2.094)
O (-2.888, 8.579, -3.184)
C (-0.902, 7.180, -1.757)
C (-2.385, 5.785, -3.198)
C (-2.767, 9.941, -0.669)
H (-4.841, 10.218, -2.306)
H (-5.603, 9.998, -0.720)
H (-5.685, 8.797, -2.009)
H (-4.467, 8.494, 1.019)
H (-5.143, 7.335, -0.149)
H (-3.503, 6.194, 1.382)
H (-2.237, 7.205, 0.975)
H (-3.849, 5.442, -0.965)
H (-2.178, 5.231, -0.390)
H (-0.282, 6.284, -1.795)
H (-0.598, 7.895, -2.522)
H (-0.714, 7.440, -0.715)
H (-3.418, 5.502, -3.402)
H (-1.923, 6.232, -4.078)
H (-1.872, 4.856, -2.953)
H (-3.125, 10.833, -0.153)
H (-2.348, 10.302, -1.608)
H (-1.997, 9.460, -0.065)
H (-3.618, 8.223, -3.697)
C (2.090, 4.751, 2.900)
C (0.863, 4.382, 2.068)
O (-0.237, 5.292, 2.301)
O (2.342, 6.158, 2.845)
H (2.998, 4.238, 2.582)
H (1.846, 4.306, 3.865)
H (0.503, 3.356, 2.143)
H (1.162, 4.541, 1.033)
H (-0.004, 6.210, 2.457)
H (1.631, 6.539, 3.365)
C (-5.119, 0.092, 0.570)
C (-6.123, -0.554, -0.354)
O (-6.009, 0.040, -1.664)
O (-3.851, 0.444, -0.033)
H (-5.036, -0.638, 1.375)
H (-5.682, 0.922, 0.997)
H (-7.157, -0.409, -0.040)
H (-5.971, -1.630, -0.431)
H (-6.234, -0.619, -2.325)
H (-3.317, 0.719, 0.716)
C (-1.989, 1.761, 3.194)
C (-2.860, 2.939, 2.905)
O (-2.255, 4.049, 3.557)
O (-2.520, 0.722, 2.396)
H (-1.960, 1.724, 4.283)
H (-0.939, 1.867, 2.920)
H (-3.828, 2.833, 3.396)
H (-2.829, 3.102, 1.828)
H (-1.647, 4.359, 2.881)
H (-1.863, 0.032, 2.513)
C (-4.694, -5.019, 1.534)
C (-4.784, -3.854, 2.601)
O (-6.107, -3.275, 2.558)
O (-5.570, -6.036, 1.897)
H (-3.661, -5.366, 1.487)
H (-4.869, -4.539, 0.571)
H (-4.049, -3.133, 2.243)
H (-4.387, -4.167, 3.566)
H (-6.660, -3.909, 2.095)
H (-6.446, -5.730, 1.652)
C (0.920, 0.353, -5.131)
C (0.003, 1.457, -5.762)
O (-0.389, 2.394, -4.795)
O (0.128, -0.622, -4.404)
H (1.689, 0.706, -4.444)
H (1.432, -0.135, -5.961)
H (-0.870, 1.032, -6.257)
H (0.565, 1.989, -6.529)
H (-0.962, 1.973, -4.151)
H (-0.243, -0.127, -3.669)
C (-5.306, 0.291, 4.292)
C (-5.011, 1.081, 5.578)
O (-4.848, 0.155, 6.660)
O (-6.565, -0.318, 4.283)
H (-4.624, -0.559, 4.332)
H (-5.137, 0.907, 3.408)
H (-5.763, 1.789, 5.926)
H (-4.142, 1.722, 5.431)
H (-5.611, -0.422, 6.584)
H (-6.480, -1.049, 4.899)
C (-2.791, -0.892, -7.461)
C (-3.783, -1.880, -8.149)
O (-4.527, -1.159, -9.204)
O (-3.435, 0.149, -6.706)
H (-2.175, -0.358, -8.185)
H (-2.122, -1.508, -6.859)
H (-4.360, -2.363, -7.361)
H (-3.173, -2.643, -8.632)
H (-3.933, -0.899, -9.912)
H (-4.098, 0.495, -7.309)
C (1.035, -2.682, -8.215)
C (1.204, -3.170, -6.761)
O (-0.062, -3.223, -6.142)
O (0.569, -1.262, -8.306)
H (0.280, -3.309, -8.690)
H (1.993, -2.771, -8.727)
H (1.949, -2.591, -6.216)
H (1.567, -4.190, -6.885)
H (-0.210, -2.430, -5.622)
H (0.680, -0.939, -9.203)
C (-4.327, 2.526, -4.185)
C (-5.210, 2.918, -2.972)
O (-4.621, 2.473, -1.715)
O (-4.013, 1.127, -4.147)
H (-3.355, 3.011, -4.106)
H (-4.946, 2.834, -5.029)
H (-6.224, 2.527, -3.053)
H (-5.349, 3.996, -2.890)
H (-5.070, 2.735, -0.908)
H (-3.870, 0.859, -5.058)
C (-0.870, 4.592, -7.269)
C (-2.192, 3.845, -7.389)
O (-3.145, 4.365, -6.527)
O (-0.640, 4.977, -5.933)
H (-0.881, 5.528, -7.828)
H (-0.035, 3.977, -7.605)
H (-2.118, 2.818, -7.030)
H (-2.566, 3.810, -8.413)
H (-2.569, 4.868, -5.947)
H (-0.415, 4.162, -5.480)

Mulliken atomic charge list, values in e, 6 entries:
1. Ni 2.4018
2. C 0.4800
3. O -0.2079
4. O -0.9328
5. C 0.6222
6. F -0.2321